DFT (ωB97M-V/def2-TZVPD) results for an isolated molecule of C2H3NO2S at a distorted geometry.

The geometry in XYZ format:
```
9
Properties=species:S:1:pos:R:3:forces:R:3:mulliken_charge:R:1
O -1.813729 0.477419 1.831516 -0.7 0.4 1.3 -0.474
C -1.385566 -0.100850 0.895027 1.2 0.0 -1.4 0.181
N -0.766017 0.593303 -0.155915 0.2 1.5 0.3 -0.281
S -0.042774 -0.123120 -1.471615 0.9 -0.2 0.4 -0.028
C 1.606818 -0.398004 -0.747540 1.0 0.3 0.2 0.120
O 1.845245 -0.262993 0.433703 -0.4 -0.3 -1.8 -0.401
H -1.380695 -1.199409 0.750765 -0.1 0.2 -0.1 0.299
H -0.485821 1.604041 0.021004 -0.8 -1.9 -0.1 0.306
H 2.422539 -0.590386 -1.556945 -1.2 0.0 1.2 0.278
```
Positions in Å, forces in eV/Å.

Highest occupied orbital energy: -10.11 eV
ΔE to the lowest compared entry with this formula, charge and spin: 1.221 eV
E: -681.4145 hartree
Structure (SMILES): O=CNSC=O
Spin multiplicity: 1
Frontier orbital gap: 10.51 eV
Molar mass: 105.12 g mol⁻¹

DFT (ωB97M-V/def2-TZVPD) results for an isolated molecule of C6H9NO4 at a distorted geometry.

The geometry in XYZ format:
```
20
Properties=species:S:1:pos:R:3:forces:R:3:mulliken_charge:R:1
C -0.312163 -0.926913 2.627459 -0.1 -2.5 0.3 0.383
C -0.090401 0.980184 -1.362783 1.4 4.5 1.0 -0.418
C -1.378941 0.606473 -0.667441 1.8 1.1 1.9 -0.671
C 1.526272 -1.144568 0.390998 -5.0 -0.8 -0.9 -0.486
C 0.592020 0.975333 0.025824 0.3 1.8 1.6 -0.034
C -0.441557 -0.830132 1.126964 2.0 -2.3 0.4 0.742
N -0.667841 0.401488 0.657066 0.6 3.5 -1.5 -0.287
O -0.651047 -1.956997 3.181542 0.1 0.5 -0.4 -0.634
O 0.284676 0.031617 3.320634 0.0 -0.5 0.5 -0.459
O 1.693105 0.203695 0.321145 1.8 0.2 -0.1 -0.400
O -1.304763 -1.723303 0.593227 -0.5 -1.5 0.5 -0.572
H 0.380649 0.349595 -2.045681 0.2 -1.6 -1.0 0.262
H 0.098300 2.044847 -1.793661 -1.0 -1.7 0.5 0.262
H -2.196414 1.254109 -0.501427 -0.5 1.2 -0.3 0.341
H -1.732913 -0.264034 -0.992857 -1.6 -3.5 -1.5 0.306
H 2.119573 -1.763435 1.068936 0.3 0.8 -0.2 0.382
H 1.193766 -1.656259 -0.615123 0.9 0.8 1.9 0.229
H 0.854610 2.010718 0.529743 -0.6 -1.8 -1.5 0.338
H 0.135944 0.834981 2.857074 0.1 1.6 -0.8 0.343
H -1.369619 -2.452208 1.241794 -0.1 0.2 -0.2 0.373
```
Positions in Å, forces in eV/Å.

Highest occupied orbital energy: -8.13 eV
ΔE to the lowest compared entry with this formula, charge and spin: 4.484 eV
E: -589.6210 hartree
Spin multiplicity: 1
Frontier orbital gap: 8.81 eV
Molar mass: 159.14 g mol⁻¹

DFT (ωB97M-V/def2-TZVPD) results for a structure of composition C26H23AuN2O7.

The geometry in XYZ format:
```
59
Properties=species:S:1:pos:R:3:forces:R:3:mulliken_charge:R:1
Au -0.241392 -0.799778 0.375012 0.7 -0.2 -0.6 0.418
O -0.024541 -3.329902 -0.743183 0.0 0.0 0.0 0.410
C -1.238042 -3.830743 -1.134041 0.0 0.0 -0.1 0.934
C -1.479573 -5.194911 -0.992938 0.0 0.0 0.0 -0.951
C -2.679659 -5.746181 -1.404040 0.0 0.0 0.0 -0.544
C -3.649246 -4.933676 -1.973775 0.0 0.0 0.0 -0.813
C -3.397846 -3.581014 -2.111315 0.0 0.0 0.1 -0.966
C -2.205358 -2.991254 -1.690454 0.0 0.0 0.0 0.525
C -2.100341 -1.485825 -1.907826 -0.2 0.1 0.0 0.307
O -3.021998 -0.926715 -2.464466 0.1 0.0 -0.1 -0.708
O -1.017099 -0.866018 -1.523811 0.0 -0.1 0.2 -0.612
H 0.509105 -4.050528 -0.391209 0.0 0.0 0.0 0.061
H -0.707182 -5.825439 -0.563313 0.0 0.0 0.0 0.455
H -2.849936 -6.808431 -1.282330 0.0 0.0 0.0 0.417
H -4.589044 -5.350563 -2.309572 0.0 0.0 0.0 0.418
H -4.131994 -2.917906 -2.547974 0.0 0.0 0.0 0.538
C 1.639947 -0.283648 4.708484 0.0 0.0 0.0 -0.471
C 0.611245 0.550370 4.294376 0.0 0.0 0.0 -0.534
C 0.055008 0.405604 3.029220 0.1 0.1 0.0 -0.515
C 0.560907 -0.564966 2.177331 0.0 -0.1 0.0 0.679
C 1.572885 -1.420781 2.589295 0.0 0.1 0.1 -0.463
C 2.121319 -1.268145 3.857731 0.0 0.0 0.0 -0.662
H 2.060117 -0.173297 5.699542 0.0 0.0 0.0 0.382
H 0.224701 1.308260 4.963438 0.0 0.0 0.0 0.384
H -0.758629 1.044032 2.708805 0.0 0.0 0.0 0.453
H 1.935464 -2.200652 1.931023 -0.1 -0.1 0.1 0.610
H 2.913594 -1.930008 4.184841 0.0 0.0 0.0 0.394
O -2.886565 0.049377 1.016857 0.0 0.0 0.0 -0.610
C -2.832080 -1.143548 1.219382 0.0 0.1 0.2 0.669
O -1.685060 -1.816895 1.306679 -0.1 0.0 -0.2 -0.534
C -4.031467 -2.006193 1.397344 0.0 0.0 0.0 0.132
C -3.939779 -3.390327 1.361637 0.0 0.0 0.1 -0.498
C -5.079980 -4.191003 1.452486 0.0 0.0 0.0 -1.205
C -6.280008 -3.540934 1.589399 0.0 0.0 0.0 1.138
O -7.525101 -4.088500 1.685570 0.0 0.0 0.0 -0.512
C -8.433764 -2.994257 1.831729 0.0 0.0 0.0 -0.255
O -7.680176 -1.787024 1.788656 0.0 0.0 0.0 -0.505
C -6.369296 -2.157858 1.642647 0.0 0.0 0.0 1.082
C -5.268721 -1.356344 1.538286 0.0 0.0 0.0 -1.218
H -2.970622 -3.854555 1.249030 0.0 0.0 -0.1 0.548
H -5.023608 -5.268933 1.402310 0.0 0.0 0.0 0.443
H -8.940201 -3.073855 2.795766 0.0 0.0 0.0 0.256
H -9.148385 -3.009002 1.007181 0.0 0.0 0.0 0.251
H -5.325148 -0.277647 1.543577 0.0 0.0 0.0 0.515
C 4.470723 -3.589849 -0.003133 0.0 0.0 0.0 -1.394
C 3.516786 -2.734291 -0.766606 0.1 0.1 0.0 0.846
C 2.904219 -2.898085 -1.988246 0.0 0.0 0.0 -1.043
C 2.120887 -1.741683 -2.184330 0.0 0.0 0.0 1.202
N 2.250785 -0.912362 -1.152919 -0.7 0.0 0.5 -1.025
N 3.091379 -1.544882 -0.300687 0.1 0.1 0.0 0.273
C 1.266627 -1.403745 -3.354974 0.0 0.0 0.0 -1.313
H 5.108161 -4.148423 -0.685534 0.0 0.0 0.0 0.385
H 3.946795 -4.309271 0.628826 0.0 0.0 0.0 0.256
H 5.113028 -2.986262 0.638747 0.0 0.0 0.0 0.366
H 3.006179 -3.736851 -2.656362 0.0 0.0 0.0 0.405
H 3.387219 -1.071738 0.535766 0.0 0.0 0.0 0.294
H 1.876229 -1.312902 -4.255669 0.0 0.0 0.0 0.411
H 0.737809 -0.471420 -3.182055 0.0 0.0 0.0 0.336
H 0.524932 -2.184885 -3.523961 0.0 0.0 0.0 0.157
```
Positions in Å, forces in eV/Å.

Highest occupied orbital energy: -8.19 eV
ΔE to the lowest compared entry with this formula, charge and spin: 2.148 eV
E: -1776.3771 hartree
Spin multiplicity: 1
Frontier orbital gap: 6.14 eV
Molar mass: 672.44 g mol⁻¹

DFT (ωB97M-V/def2-TZVPD) results for a cluster of 14 separate species, C40H114N6O14 in total at a distorted geometry.

The geometry in XYZ format:
```
174
Properties=species:S:1:pos:R:3:forces:R:3:mulliken_charge:R:1
C 2.259836 4.725815 1.048876 -0.1 -0.4 -0.8 -1.513
C 2.121576 3.260485 1.408464 0.4 -0.5 0.3 2.603
O 2.498605 2.994304 2.757260 -0.3 0.6 0.1 -0.742
H 1.985021 4.862854 -0.005154 -0.4 -0.2 0.0 0.162
H 3.300411 5.049259 1.018089 0.0 0.2 0.8 0.467
H 1.559937 5.315734 1.637205 0.5 0.3 0.2 0.453
H 2.785160 2.646792 0.785945 -0.2 0.0 -0.4 -0.800
H 1.089327 2.927699 1.262905 0.0 0.0 -0.2 -0.964
H 2.154727 2.113154 2.969619 0.3 0.0 -0.2 0.183
C -0.639684 -0.951061 -4.060985 -0.3 0.4 -0.3 0.277
C 0.027711 -0.378035 -5.322002 -1.7 -1.2 0.3 -0.150
O -0.533345 0.881215 -5.643586 0.8 0.6 0.0 -0.570
H -0.162130 -1.861056 -3.694213 0.1 0.1 0.1 -0.162
H -1.691055 -1.180198 -4.258662 0.1 -0.1 -0.2 0.626
H -0.703224 -0.162952 -3.306380 0.5 -0.2 0.2 -0.401
H -0.222281 -1.067564 -6.137287 0.5 -0.1 -0.1 0.661
H 1.104876 -0.354696 -5.193551 -0.1 0.7 -0.1 -0.795
H -1.434906 0.764629 -5.949287 -0.1 -0.1 0.0 0.372
C 1.274665 -1.292671 4.632870 0.4 -0.4 0.4 -0.741
C 1.785879 0.099458 4.315741 0.0 -0.5 -1.2 -0.226
O 1.906446 0.193771 2.872643 0.0 0.5 0.3 0.049
H 1.751596 -2.032171 3.987476 0.1 0.2 -0.1 -0.012
H 0.202959 -1.382621 4.453278 0.0 0.1 0.2 0.049
H 1.529325 -1.611836 5.647252 -0.3 0.2 0.1 0.447
H 2.793819 0.310321 4.666740 0.0 -0.2 0.3 0.402
H 1.126297 0.881342 4.699833 -0.1 0.0 0.0 0.202
H 1.022080 0.209993 2.462086 -0.2 0.1 0.2 -0.110
C -1.150620 -5.498334 -3.465136 -0.8 -0.6 -0.5 -1.234
C 0.254019 -5.149221 -3.041458 -0.6 -0.3 0.0 0.056
O 0.143786 -4.227161 -1.970666 0.6 0.3 -0.3 -0.104
H -1.627998 -4.677390 -4.005936 0.2 0.2 0.1 0.247
H -1.840593 -5.759295 -2.659799 0.3 0.1 0.3 0.155
H -1.175755 -6.353335 -4.150623 0.2 0.1 0.0 0.417
H 0.734872 -4.764370 -3.949346 0.3 0.4 0.3 0.111
H 0.829141 -6.030902 -2.730533 -0.1 0.0 0.0 0.347
H 0.971227 -3.715155 -1.945237 -0.2 0.1 0.0 -0.304
C -1.771190 -4.969928 0.787743 -0.3 -0.3 0.5 -0.219
C -1.403381 -6.363328 0.319178 1.1 -0.2 -0.1 -0.281
O -1.086809 -7.143550 1.475049 -0.2 0.0 0.2 -0.577
H -1.870651 -4.264162 -0.034781 -0.2 -0.1 -0.1 -0.085
H -1.050277 -4.551086 1.493607 0.4 -0.3 -0.3 0.145
H -2.673032 -5.058393 1.401134 -0.3 0.2 -0.4 0.326
H -0.508085 -6.349633 -0.316072 -0.1 0.4 -0.1 0.089
H -2.170278 -6.878333 -0.272630 -0.3 0.4 0.2 0.277
H -0.624105 -7.933732 1.185458 0.0 0.0 0.0 0.330
C 2.412340 -5.170015 1.621254 0.8 -0.6 0.1 -1.358
C 2.994856 -3.774415 1.571010 -1.4 1.1 -0.3 1.017
O 3.606080 -3.451084 0.339709 0.5 -0.5 -0.5 -0.616
H 3.173591 -5.862587 1.992148 -0.2 -0.2 -0.1 0.394
H 2.084436 -5.538552 0.648643 0.0 0.3 -0.1 0.191
H 1.558102 -5.216669 2.295504 0.0 0.0 0.1 0.381
H 3.650508 -3.570408 2.423997 0.1 -0.1 0.0 0.313
H 2.128753 -3.099072 1.663630 0.2 0.1 0.3 -0.637
H 3.615092 -2.472241 0.221078 -0.1 0.0 0.5 -0.436
C -0.116491 -1.115206 -0.037983 -0.4 0.7 0.7 2.344
C -0.230026 0.393849 0.243981 0.7 -0.5 -0.5 0.714
O -0.516001 0.615217 1.611187 -0.2 0.0 0.1 1.550
H 0.077488 -1.303308 -1.092837 0.1 -0.1 0.1 -0.783
H -1.026228 -1.625701 0.286066 -0.1 0.0 -0.2 -1.135
H 0.667017 -1.505650 0.615000 0.2 -0.1 -0.3 -0.787
H -0.955003 0.894186 -0.409248 -0.1 -0.1 0.1 -0.275
H 0.754615 0.826201 0.010301 -0.1 0.1 -0.1 -0.720
H -1.214182 1.316275 1.686106 0.0 -0.1 -0.2 -1.108
C 2.772225 3.194748 -2.578265 0.0 0.4 0.1 -1.310
C 1.704217 2.112989 -2.674341 0.7 -0.3 0.6 1.123
O 2.309901 0.866879 -2.271362 -0.3 0.2 -0.8 1.193
H 3.118947 3.312542 -1.549343 -0.2 -0.2 0.1 0.132
H 2.429960 4.186251 -2.892122 -0.1 -0.2 -0.2 0.326
H 3.666382 2.925466 -3.142735 -0.1 0.0 -0.2 0.255
H 1.290189 1.989311 -3.679901 -0.1 0.2 0.0 0.119
H 0.893931 2.305011 -1.965951 -0.1 0.0 -0.1 -0.796
H 2.735282 0.550959 -3.102533 0.2 0.0 0.6 -0.792
C -5.128511 2.759796 5.866458 0.6 0.8 0.0 -1.324
C -5.472078 1.303647 6.071991 -1.1 0.2 -0.1 0.794
C -4.330996 0.343696 5.767358 -0.3 0.6 0.6 -0.909
O -3.743841 0.651918 4.526358 0.2 -0.4 0.5 -0.139
C -2.597208 -0.146547 4.297678 0.0 0.4 -0.9 -1.298
N -5.888046 1.088391 7.469398 -0.9 -0.9 0.3 -0.775
H -4.789417 2.964129 4.849563 0.1 -0.2 0.0 0.138
H -4.353990 3.091474 6.565442 0.2 -0.3 -0.1 0.351
H -5.933222 3.477938 6.045674 -0.4 -0.5 0.0 0.395
H -6.331892 1.075604 5.427046 0.3 -0.1 -0.3 0.195
H -4.730441 -0.676148 5.823547 0.1 -0.2 -0.3 0.238
H -3.617362 0.433835 6.595535 0.3 0.1 -0.1 0.361
H -1.767040 0.030677 4.989189 -0.3 0.0 0.4 0.543
H -2.226109 0.170692 3.324499 0.1 -0.3 -0.1 0.211
H -2.868288 -1.202538 4.253932 0.1 -0.1 0.2 0.527
H -6.179525 0.107917 7.563824 0.8 -0.1 0.0 0.264
H -6.827938 1.466495 7.607771 0.4 0.8 -0.1 0.290
C -3.360927 -1.805476 -1.952290 -1.1 -0.3 -0.4 -1.105
C -4.286431 -1.306364 -0.844716 0.8 0.9 -0.3 0.084
C -4.203179 -2.234260 0.334784 0.4 -0.3 0.5 0.089
O -4.967601 -1.794281 1.443213 0.4 0.2 -0.1 -0.414
C -4.687286 -2.596138 2.560285 -1.1 -0.7 0.7 -0.594
N -3.801304 0.052710 -0.478770 -0.1 -0.5 0.8 -0.057
H -2.303199 -1.785740 -1.695500 0.0 0.3 0.0 -0.056
H -3.612339 -1.179151 -2.808474 0.6 0.0 -0.2 0.371
H -3.600330 -2.832258 -2.244378 0.0 0.0 0.1 0.475
H -5.276223 -1.086102 -1.250772 -0.2 -0.7 0.2 0.559
H -3.138053 -2.237138 0.616885 0.1 0.1 0.1 -0.433
H -4.396391 -3.293877 0.124805 -0.5 0.1 -0.3 0.562
H -5.126778 -3.591618 2.412937 0.4 -0.2 -0.2 0.376
H -5.233895 -2.244521 3.437749 0.1 0.6 -0.2 0.238
H -3.636305 -2.687722 2.840207 0.2 0.1 -0.4 0.180
H -4.343606 0.289622 0.356062 0.1 0.2 -0.1 0.310
H -2.853181 -0.071351 -0.117408 0.0 0.2 -0.1 -0.654
C -1.267452 3.166171 3.588505 -0.6 -0.5 0.1 -0.727
C -2.199576 3.563879 2.436931 0.5 0.1 1.2 0.595
C -1.588819 4.535353 1.446685 -0.7 0.5 -0.5 -0.312
O -1.163833 5.693311 2.127433 0.2 -0.4 0.3 -0.467
C -0.883000 6.785379 1.298887 -0.1 0.7 0.2 -0.655
N -2.655571 2.379474 1.722665 -0.5 -0.1 -0.9 -0.596
H -1.780715 2.349565 4.104028 0.0 0.1 0.2 -0.085
H -1.148143 3.962347 4.319193 0.2 0.1 -0.2 0.646
H -0.306071 2.760021 3.271765 0.1 0.3 -0.2 -0.157
H -3.061314 4.064965 2.896241 0.1 0.2 -0.1 0.384
H -2.403893 4.798745 0.756517 0.0 0.1 -0.1 0.475
H -0.795698 4.125691 0.810219 0.2 -0.3 0.3 -0.174
H -1.780181 7.124493 0.768970 0.0 -0.2 -0.2 0.329
H -0.052774 6.632598 0.601738 -0.1 -0.3 -0.1 0.146
H -0.584276 7.612003 1.945504 0.0 -0.1 0.1 0.271
H -3.335947 1.835684 2.252315 0.3 0.2 0.5 -0.037
H -3.233179 2.737827 0.954896 0.3 -0.3 -0.3 0.326
C 3.775992 -3.722209 -3.645276 -0.2 0.6 -0.2 -1.698
C 3.618219 -2.220155 -3.307209 0.2 -1.5 -0.5 1.215
C 3.500794 -1.450263 -4.604524 0.5 0.4 0.0 -1.085
O 3.804771 -0.057071 -4.379116 -0.8 -0.5 -0.4 -0.483
C 3.738843 0.711734 -5.578824 -0.2 0.3 0.6 -0.903
N 2.442253 -2.135089 -2.436889 0.3 0.5 0.2 2.123
H 2.991086 -4.040587 -4.335094 -0.1 0.0 0.0 0.284
H 3.659228 -4.287193 -2.721572 0.3 -0.2 0.0 0.338
H 4.735023 -3.909935 -4.129930 0.1 -0.1 0.2 0.512
H 4.559833 -1.943270 -2.821422 -0.1 0.4 0.1 -0.424
H 2.519151 -1.596041 -5.068152 -0.1 0.1 0.2 0.217
H 4.230091 -1.800624 -5.342360 0.1 -0.2 0.1 0.622
H 3.898113 1.733825 -5.238847 0.3 0.1 -0.4 0.262
H 2.750100 0.706184 -6.045679 0.0 -0.3 0.0 0.260
H 4.483666 0.374195 -6.299571 0.1 0.1 0.0 0.350
H 2.734258 -2.539743 -1.547542 -0.1 -0.1 0.0 -0.154
H 2.255539 -1.165065 -2.190347 -0.2 -0.1 -0.1 -1.076
C -2.584584 2.478445 -3.132815 0.5 0.4 -0.7 -1.293
C -2.659925 3.360921 -1.903047 -1.1 0.4 -0.5 2.826
C -2.760874 4.862935 -2.291642 0.6 -0.5 0.4 -1.019
O -1.857004 5.258601 -3.298893 0.0 -0.1 -0.3 -0.444
C -0.507651 5.146529 -2.894901 -0.1 0.0 -0.5 -0.108
N -3.888743 3.062538 -1.147984 1.0 0.2 0.9 -0.607
H -1.692765 2.715744 -3.721844 -0.1 -0.2 0.0 0.350
H -3.447310 2.693178 -3.770278 0.0 -0.1 0.0 0.448
H -2.571730 1.412844 -2.906508 -0.1 0.0 0.2 -0.057
H -1.766738 3.208947 -1.291664 -0.2 -0.1 0.3 -1.351
H -2.582080 5.470045 -1.395224 -0.1 0.0 0.1 0.236
H -3.769964 5.068404 -2.649407 0.0 0.0 -0.2 0.488
H 0.139609 5.399967 -3.735882 -0.2 0.3 -0.1 0.361
H -0.245487 4.109636 -2.670999 0.0 0.1 0.5 -0.243
H -0.314803 5.852971 -2.082541 0.2 -0.3 0.3 0.261
H -4.709580 3.380266 -1.642029 0.0 -0.2 -0.2 0.373
H -3.919228 2.058257 -0.974790 -0.4 0.1 -0.3 0.156
C 5.446474 -0.842561 1.797995 -0.2 1.4 0.8 -1.850
C 4.888173 -0.110667 0.588785 -0.8 -0.9 -0.8 0.767
C 5.663252 -0.388741 -0.690753 0.5 0.1 0.0 -0.367
O 6.992762 0.069585 -0.546468 -0.2 0.7 0.1 -0.429
C 7.791631 -0.064347 -1.696075 0.3 -0.7 0.1 -0.680
N 3.513481 -0.621674 0.312736 0.1 0.8 -0.3 2.534
H 4.704508 -0.825810 2.604013 -0.2 -0.1 -0.2 0.255
H 6.236256 -0.200126 2.196574 0.5 -0.6 -0.1 0.468
H 5.729742 -1.881076 1.652355 0.2 0.1 -0.4 0.327
H 4.806706 0.974005 0.704275 0.5 0.0 0.5 0.551
H 5.216275 0.119098 -1.554088 -0.3 0.0 0.0 0.099
H 5.632045 -1.466801 -0.895644 0.1 -0.1 0.1 0.271
H 7.264140 0.024593 -2.651909 -0.4 0.0 0.2 0.197
H 8.258259 -1.054565 -1.627679 0.1 0.0 -0.5 0.284
H 8.581551 0.686136 -1.718817 -0.1 0.1 0.4 0.283
H 2.932040 -0.312884 1.087475 0.0 -0.3 0.4 -0.933
H 3.178166 -0.027492 -0.450419 -0.2 -0.4 -0.2 -1.032
```
Positions in Å, forces in eV/Å.

Highest occupied orbital energy: -9.17 eV
ΔE to the lowest compared entry with this formula, charge and spin: 0.000 eV
E: -2974.1603 hartree
Spin multiplicity: 1
Frontier orbital gap: 9.73 eV
Molar mass: 903.38 g mol⁻¹